Record 1
C30H45Cl2GaN2P | ωB97M-V/def2-TZVPD

Each line ends with the Mulliken charge.
Positions of all 81 atoms, in Å:
P1 -0.284360 1.096842 -1.487851  0.032
C1 -1.919505 0.462023 -2.095956  0.208
C2 -2.445814 1.051977 -3.401440  -0.488
C3 -3.906461 0.609206 -3.599690  -0.865
C4 -4.102799 -0.906884 -3.489392  -0.668
C5 -3.436066 -1.532783 -2.261203  -0.867
C6 -1.985311 -1.079166 -2.082834  -0.855
C7 1.111887 0.393233 -2.481560  0.309
C8 1.009861 0.499688 -4.002096  -0.726
C9 2.308181 -0.005724 -4.652312  -0.860
C10 2.730153 -1.401976 -4.171823  -0.666
C11 2.707455 -1.563198 -2.649866  -0.832
C12 1.408285 -1.051490 -2.019708  -0.785
C13 -0.247733 2.946793 -1.569538  0.496
C14 -1.406542 3.524708 -0.731782  -0.804
C15 -1.293232 5.031979 -0.433832  -0.904
C16 0.076099 5.438219 0.114493  -0.666
C17 1.221959 4.937542 -0.769059  -0.899
C18 1.136016 3.433507 -1.083172  -0.943
H1 -2.587536 0.812326 -1.282073  0.431
H2 -1.827552 0.720968 -4.247782  0.116
H3 -2.386434 2.149804 -3.370292  0.271
H4 -4.267781 0.969212 -4.571515  0.369
H5 -4.518338 1.101523 -2.832944  0.370
H6 -5.174506 -1.131040 -3.455516  0.379
H7 -3.711008 -1.389066 -4.391022  0.305
H8 -3.994939 -1.242274 -1.363092  0.368
H9 -3.472245 -2.625387 -2.324801  0.381
H10 -1.589407 -1.475690 -1.133767  0.341
H11 -1.367536 -1.489661 -2.896116  0.248
H12 1.965932 1.022851 -2.166232  0.423
H13 3.115423 0.701589 -4.417773  0.364
H14 0.828866 1.543980 -4.290022  0.287
H15 0.153223 -0.086627 -4.364207  0.197
H16 2.189699 -0.007775 -5.743583  0.381
H17 3.742970 -1.617823 -4.531561  0.364
H18 2.069250 -2.151896 -4.625470  0.296
H19 2.851366 -2.617359 -2.377537  0.414
H20 3.545204 -1.001843 -2.214839  0.370
H21 1.486776 -1.100241 -0.922043  0.235
H22 0.574467 -1.705414 -2.313334  0.142
H23 -0.391800 3.150885 -2.646478  0.448
H24 -2.369168 3.336681 -1.226910  0.244
H25 -1.440088 2.992724 0.232149  0.316
H26 -1.489148 5.594503 -1.355329  0.361
H27 -2.076706 5.305557 0.281997  0.373
H28 0.196455 5.037433 1.128326  0.339
H29 0.130520 6.530081 0.203084  0.326
H30 2.183031 5.136447 -0.280253  0.381
H31 1.218548 5.498807 -1.711470  0.368
H32 1.911061 3.184370 -1.821622  0.290
H33 1.391137 2.882692 -0.161103  0.304
Ga1 -0.336452 -0.832338 3.125456  -0.334
Cl1 1.426131 0.158855 2.228804  -0.458
Cl2 -2.141464 0.357610 2.917881  -0.429
C19 -0.723800 -2.594950 2.405028  -0.655
H34 -1.783366 -2.876806 2.378656  0.218
C20 0.159080 -3.562656 1.915788  1.135
C21 1.595182 -3.401545 1.909287  -0.189
C22 2.418247 -4.478973 1.619707  -0.764
C23 1.869238 -5.713132 1.231650  -0.444
C24 0.474205 -5.873081 1.117357  -0.337
C25 -0.368148 -4.829543 1.450943  -0.700
H35 2.007715 -2.430906 2.188901  0.106
H36 3.503715 -4.369185 1.710440  0.310
H37 0.057050 -6.832762 0.790534  0.328
H38 -1.455613 -4.946445 1.424229  0.249
H39 2.527129 -6.555323 1.014121  0.316
N1 1.569503 0.329473 8.854810  -0.462
C26 1.071293 0.034315 7.627778  1.226
C27 1.295128 -1.231831 7.036459  -0.808
C28 0.852135 -1.451032 5.742484  -0.228
N2 0.170157 -0.493924 5.053522  0.228
C29 -0.059449 0.720999 5.620047  -0.274
C30 0.322971 1.002463 6.917489  -0.750
H40 2.169252 -0.308867 9.354838  0.189
H41 1.459435 1.250056 9.256157  0.187
H42 1.812242 -2.020778 7.582505  0.300
H43 1.042927 -2.392818 5.221114  0.415
H44 -0.575759 1.462233 5.008361  0.337
H45 0.069468 1.966054 7.357424  0.274

Forces on atoms 1 to 3 (eV/Å):
0.292 -1.235 2.330
0.273 0.570 -0.053
-0.383 -0.299 -0.034

## Properties
HOMO level = -1.63 eV
max |F| = 0.052 Eh/bohr
calculated total energy = -121534.8038 eV
net charge = -1
LUMO level = 2.1 eV
multiplicity = 1

***

Record 2
C30H45CuNO2P2 | ωB97M-V/def2-TZVPD

Each line ends with the Mulliken charge.
Positions of all 81 atoms, in Å:
P1 1.128354 3.354670 -3.935763  1.300
P2 -2.064206 3.199070 -3.312782  1.477
C1 -0.063354 4.136556 -5.140738  -1.233
C2 -1.406185 4.502334 -4.492649  -1.237
H1 -0.189685 3.412864 -5.967573  0.378
H2 0.431342 5.045301 -5.519678  0.533
H3 -1.327756 5.432046 -3.899741  0.400
H4 -2.175421 4.637452 -5.269649  0.549
C3 -2.746048 2.031249 -4.562520  -1.440
H5 -3.347713 1.276843 -4.038368  0.353
H6 -1.937326 1.526007 -5.107113  0.364
H7 -3.374556 2.601172 -5.260539  0.508
C4 -3.583715 4.037131 -2.750181  -1.363
H8 -4.216623 4.265631 -3.620776  0.404
H9 -3.308716 4.960264 -2.219930  0.392
H10 -4.107685 3.361871 -2.058708  0.371
C5 2.578766 3.027333 -5.000425  -1.428
H11 3.363398 2.577691 -4.377336  0.360
H12 2.919782 3.979854 -5.429834  0.442
H13 2.282586 2.321480 -5.788529  0.343
C6 1.707437 4.904388 -3.118321  -1.599
H14 0.896307 5.373103 -2.543850  0.322
H15 2.066011 5.592626 -3.896333  0.506
H16 2.528112 4.647667 -2.434815  0.349
Cu1 -0.376504 -0.610156 0.953164  0.048
C7 -1.276921 1.094815 -0.172934  -1.217
C8 -1.289475 0.228731 -1.247535  -0.074
C9 -0.569308 0.270664 -2.551837  0.196
C10 0.948186 -0.088548 -2.625938  -0.809
C11 1.930199 0.980136 -2.276428  -0.747
C12 1.744063 2.035024 -1.449952  -0.289
C13 0.446647 2.730974 -1.158655  0.216
C14 -0.409343 2.303160 0.061811  -1.196
C15 1.450235 -0.252371 1.524266  -0.864
H17 -2.132970 1.017043 0.513107  0.865
H18 -1.988210 -0.612091 -1.154736  0.727
H19 -0.726864 1.210559 -3.109929  -1.184
H20 -1.078918 -0.495655 -3.168251  0.688
H21 1.142324 -0.970983 -1.992850  0.333
H22 1.117203 -0.419137 -3.672400  0.522
H23 2.965222 0.709624 -2.531532  0.521
H24 2.617296 2.415273 -0.900139  0.279
H25 -0.212335 2.632276 -2.042587  -1.210
H26 0.617702 3.812772 -1.062599  0.494
H27 0.229348 2.143900 0.940213  0.591
H28 -1.071002 3.160562 0.303631  0.540
H29 1.385918 -0.455200 2.608854  0.184
H30 1.708509 0.792893 1.316240  0.600
H31 2.176226 -0.939216 1.060150  0.281
C16 -0.211197 -1.242361 6.834446  -1.630
C17 0.808629 -1.932307 5.956471  0.919
C18 2.151497 -1.858654 6.312368  -0.844
C19 3.145763 -2.447471 5.533687  -0.851
C20 2.793263 -3.125014 4.373283  -0.753
C21 1.440362 -3.244710 4.022850  -0.574
N1 1.145366 -3.839538 2.805801  0.095
C22 0.140736 -4.759072 2.507458  -0.316
C23 -0.317673 -5.752914 3.390556  -0.503
C24 -1.397878 -6.552810 3.015238  -0.436
C25 -2.021886 -6.376147 1.774325  -0.555
C26 -1.576573 -5.367387 0.909224  -0.664
C27 -0.494405 -4.587567 1.268714  0.949
C28 -0.144226 -3.289106 0.572455  0.646
O1 0.917257 -3.190778 -0.061622  -0.679
O2 -1.046147 -2.383431 0.801298  -0.803
C29 0.428851 -2.644143 4.813664  1.493
C30 -0.998367 -2.705123 4.387921  -0.879
H32 -0.830154 -0.517216 6.288704  0.334
H33 -0.883669 -1.963991 7.318059  0.350
H34 0.325781 -0.698860 7.620817  0.388
H35 2.406939 -1.312084 7.227992  0.295
H36 4.185217 -2.363057 5.830823  0.396
H37 3.531593 -3.578098 3.722151  0.516
H38 1.767263 -3.635501 2.030934  0.375
H39 0.165037 -5.871054 4.365990  0.420
H40 -1.765980 -7.327747 3.692934  0.375
H41 -2.869330 -7.005585 1.475544  0.356
H42 -2.055405 -5.158362 -0.047627  0.401
H43 -1.144544 -2.332701 3.365471  -0.079
H44 -1.377404 -3.729620 4.415200  0.259
H45 -1.619049 -2.107246 5.057888  0.454

Forces on atoms 1 to 3 (eV/Å):
-0.972 0.197 -0.930
0.173 0.418 -0.514
0.643 0.190 -0.095

## Properties
HOMO level (spin up / spin down) = -7.23 / -7.23 eV
max |F| = 0.039 Eh/bohr
calculated total energy = -100639.3938 eV
expectation value of S² = 0.754
relative energy (zero: lowest compared OMol25 entry of this formula, charge and spin) = 96.7 kJ/mol
LUMO level (spin up / spin down) = 0.3 / -1.4 eV
multiplicity = 2

***

What is the max |F| in the second record?
0.039 Eh/bohr

***

Among the records above, which one has the highest multiplicity?
C30H45CuNO2P2

***

Number 2 is which compound?
C30H45CuNO2P2